Molecular formula: C4H8N2
Method: DFT, the ωB97M-V functional and the def2-TZVPD basis

Cartesian coordinates (Å):
1 C 0.3003 -0.8073 1.6678
2 C 0.7502 -0.0057 0.4310
3 C -0.4374 0.5696 -0.5649
4 N 0.0948 1.1781 -1.7479
5 C -1.4261 -0.4895 -0.8640
6 N -2.1072 -1.3976 -1.0815
7 H -0.3908 -1.6003 1.3715
8 H -0.1977 -0.1865 2.4250
9 H 1.1568 -1.2902 2.1662
10 H 1.4015 0.8367 0.7649
11 H 1.3280 -0.6242 -0.2386
12 H -0.6979 1.2230 0.2414
13 H 0.5056 0.5592 -2.4273
14 H -0.2481 2.0448 -2.1093

Output
E: -7256.9032 eV
Maximum force: 2.47 eV Å⁻¹
Lowest unoccupied orbital energy: 0.920 eV
HOMO level: -9.7017 eV
Relative energy (zero: lowest compared OMol25 entry of this formula, charge and spin): 22.4 kcal per mole

---

Molecular formula: C3H2S2
Method: DFT, the ωB97M-V functional and the def2-TZVPD basis

Cartesian coordinates (Å):
1 C 0.2520 -0.4309 0.3121
2 C -0.5002 0.7133 0.3176
3 C -1.2992 1.7188 0.2690
4 H 2.1761 -1.8286 -0.8182
5 H -2.0224 2.4795 -0.0656
6 S 1.3007 -0.8650 -1.2826
7 S 0.0930 -1.7870 1.2677

Output
E: -24810.0285 eV
Maximum force: 8.08 eV Å⁻¹
Lowest unoccupied orbital energy: -1.634 eV
HOMO level: -8.8329 eV
Relative energy (zero: lowest compared OMol25 entry of this formula, charge and spin): 33.5 kcal per mole